A 2-piece molecular cluster, C2H3F2NO2 overall at a distorted geometry. Source: OMol25; level of theory: ωB97M-V with the def2-TZVPD basis set.

Values from the calculation:
Charge ... 0
ΔE to the lowest compared entry with this formula, charge and spin ... 2.045 eV
Orbital gap ... 0.334 hartree

Cartesian coordinates (Å):
F 0.6404 0.9057 -0.9652
F 0.6332 -1.1374 -0.0122
O 2.5570 -0.2227 -0.0520
O -3.8227 -0.1237 -0.5140
N -2.0826 0.8008 0.7639
C -2.9961 0.3022 0.1681
C 1.0418 0.2356 0.1541
H 3.0134 0.1714 -0.8110
H 2.4800 -1.2042 -0.1337
H -1.4643 0.2724 1.4019

=====

A 5-piece molecular cluster, H11O5 overall at a distorted geometry. Source: OMol25; level of theory: ωB97M-V with the def2-TZVPD basis set.

Values from the calculation:
Charge ... +1
ΔE to the lowest compared entry with this formula, charge and spin ... 1.635 eV
Orbital gap ... 0.403 hartree

Cartesian coordinates (Å):
O -2.6952 1.0064 1.0805
O -0.2677 0.8196 1.4547
O 3.9357 -0.9274 -1.1046
O -0.6033 1.1855 -1.1361
O -0.0015 -1.6575 -0.0165
H -0.1825 0.6861 -1.8458
H -0.7403 2.0503 -1.5458
H -1.3067 0.6990 1.6386
H 0.0388 -0.0592 1.7680
H -3.4507 0.5676 1.4879
H 3.9425 -1.6406 -0.4691
H 0.9001 -1.8261 0.2618
H -0.3947 0.5391 0.4722
H -2.9401 1.8776 0.7581
H -0.3221 -2.0266 -0.8253
H 4.0877 -1.2938 -1.9787